Density functional theory data (ωB97M-V/def2-TZVPD) for an isolated molecule of C8H10 in a non-equilibrium geometry.

Structure (ORCA input):
```
! wB97M-V def2-TZVPD RIJCOSX def2/J DEFGRID3
* xyz 0 1
C -0.471 3.061 -0.511
C -0.623 -2.062 0.140
C -1.296 -0.709 0.576
C 0.940 0.931 0.245
C 0.646 -0.250 -0.556
C 0.123 -0.142 0.715
C 0.874 -1.739 -0.504
C 0.077 2.087 -0.138
H 1.864 0.872 0.960
H 1.844 -2.141 0.135
H -1.070 -2.574 -0.780
H -1.715 -0.215 -0.341
H -0.700 -2.919 0.781
H -0.241 0.008 -1.218
H -1.832 -0.988 1.545
H 0.620 -0.618 1.456
H -1.271 3.717 -0.729
H 0.879 -2.208 -1.615
*
```

ΔE to the lowest compared entry with this formula, charge and spin (kcal per mole): 181.3
E_LUMO (hartree): 0.03884
Total energy (eV): -8450.4091
Strongest force on any atom (eV/Å): 6.47
Frontier orbital gap (eV): 9.9
SMILES: C#CC1[C@H]2CCC[C@H]12

***

Density functional theory data (ωB97M-V/def2-TZVPD) for a structure of composition C36H52BrN3OP2Pd in a non-equilibrium geometry.

Structure (ORCA input):
```
! wB97M-V def2-TZVPD RIJCOSX def2/J DEFGRID3
* xyz 0 1
Pd -1.136 3.259 -1.304
Br -0.532 5.082 0.383
P 0.908 2.432 -1.423
P -2.529 3.343 2.506
O -0.172 -0.698 1.023
N 0.678 -2.834 1.379
N 3.412 -4.274 -4.302
N 0.165 -4.083 1.432
C -1.908 -0.879 -3.405
C 1.135 1.059 -2.615
C -2.236 0.309 -4.124
C 1.705 1.972 0.119
C 4.152 -3.000 0.102
C 0.994 -5.213 1.818
C -0.348 -1.917 1.220
C -1.970 1.544 -2.101
C -2.994 5.279 4.592
C -3.337 4.849 3.172
C 1.822 3.768 -2.279
C 0.797 -3.417 -3.657
C -2.061 -0.847 -2.004
C -1.190 -4.020 1.442
C 2.603 -1.450 1.856
C -0.884 2.969 3.259
C -1.552 -2.711 1.303
C 3.942 -1.132 1.650
C -2.010 -5.250 1.573
C 0.899 4.335 -3.356
C 2.058 -2.556 1.195
C -4.783 2.112 3.740
C 2.784 -4.752 -3.216
C 1.853 -0.191 -2.103
C -1.213 -1.990 -4.011
C -3.507 1.879 2.948
C -0.901 2.532 4.716
C 2.813 -3.314 0.303
C -2.311 1.534 -3.461
C 4.723 -1.911 0.784
C 1.476 -4.380 -2.876
C -0.477 -2.870 -3.262
C 2.790 -3.379 -5.072
C 1.477 -2.943 -4.808
C 2.150 3.140 0.999
C -1.970 0.368 -1.328
H 1.018 5.420 -3.438
H 4.373 -0.276 2.175
H -0.465 2.173 2.631
H 2.702 3.279 -2.718
H 2.903 0.027 -1.848
H -1.950 -5.685 2.577
H 4.756 -3.607 -0.581
H -1.136 3.367 5.388
H -0.173 4.172 -3.142
H -4.416 4.714 3.056
H -3.050 -4.981 1.391
H 2.346 -4.130 -0.245
H 1.354 -0.612 -1.216
H 1.657 1.489 -3.489
H -2.528 2.459 -3.983
H 1.103 3.870 -4.324
H 0.098 2.163 4.986
H -1.724 -6.016 0.843
H -3.312 4.531 5.334
H 0.326 -6.020 2.139
H -1.603 1.707 4.895
H 0.122 0.788 -2.959
H -3.737 1.441 1.965
H 1.969 -0.872 2.519
H 5.780 -1.665 0.635
H 0.979 -4.836 -2.021
H 2.152 4.514 -1.545
H -4.564 2.308 4.795
H -3.530 6.211 4.831
H -2.546 -2.313 1.247
H -3.025 5.619 2.458
H 1.672 -4.968 2.648
H 1.416 3.958 0.974
H -0.238 3.839 3.081
H -5.401 2.923 3.337
H 3.330 -5.474 -2.590
H -2.832 1.176 3.452
H 2.233 2.822 2.052
H 0.999 -2.248 -5.496
H -1.220 -2.075 -5.096
H 3.114 3.551 0.670
H -2.205 -1.773 -1.447
H -1.875 0.387 -0.246
H 2.584 1.367 -0.162
H -0.853 -3.202 -2.303
H -5.386 1.201 3.699
H 1.586 -5.584 0.971
H 1.855 -0.953 -2.894
H 0.999 1.306 0.639
H -1.920 5.485 4.692
H 3.350 -2.992 -5.939
H -2.401 0.255 -5.203
*
```

ΔE to the lowest compared entry with this formula, charge and spin (kcal per mole): 0.0
E_LUMO (hartree): -0.02192
Total energy (eV): -136791.3680
Strongest force on any atom (eV/Å): 2.14
Frontier orbital gap (eV): 5.9

***

Density functional theory data (ωB97M-V/def2-TZVPD) for a cluster of 2 separate species, C20H24N4O5 in total in a non-equilibrium geometry.

Structure (ORCA input):
```
! wB97M-V def2-TZVPD RIJCOSX def2/J DEFGRID3
* xyz 0 1
O -0.546 -0.777 -4.364
O -3.198 -1.609 -0.143
O 0.081 -0.487 -2.236
O 1.791 -3.330 1.654
O 0.468 3.949 -0.813
N 0.232 -3.911 0.144
N -1.072 -1.420 0.408
N 0.917 2.277 0.621
N 1.126 1.941 -1.684
C 0.136 -1.675 1.206
C 0.430 0.536 4.749
C 1.486 3.730 -4.917
C 0.834 2.798 -0.648
C 0.515 1.250 -3.947
C -0.022 -0.072 -3.520
C 0.783 -3.054 1.014
C 0.016 1.942 2.807
C -2.576 -2.775 1.827
C 0.481 2.978 1.819
C -0.864 0.016 4.656
C -1.717 0.452 3.638
C 1.519 3.440 -3.553
C -1.277 1.406 2.714
C 0.868 1.496 3.829
C 0.738 -5.259 -0.113
C 0.967 2.792 -5.804
C 0.486 1.573 -5.325
C -2.299 -1.884 0.632
C 1.037 2.219 -3.050
H -1.950 1.739 1.928
H -0.600 -3.616 -0.342
H -0.997 -0.770 -0.362
H 1.795 -5.212 -0.384
H -1.207 -0.720 5.379
H 0.179 -5.725 -0.926
H -0.344 3.667 1.598
H 0.084 0.867 -6.048
H 1.862 4.682 -5.282
H -3.646 -2.972 1.874
H 0.886 -0.928 0.947
H -2.044 -3.717 1.723
H 1.311 1.350 0.730
H 0.930 3.011 -6.867
H 1.096 0.200 5.539
H 1.874 1.896 3.915
H 0.638 -5.869 0.787
H 1.304 3.570 2.234
H -2.265 -2.275 2.741
H -0.091 -1.555 2.265
H -0.337 -1.363 -2.296
H 0.985 0.963 -1.453
H 1.925 4.180 -2.870
H -2.727 0.057 3.566
*
```

ΔE to the lowest compared entry with this formula, charge and spin (kcal per mole): 0.0
E_LUMO (hartree): 0.00559
Total energy (eV): -37329.6694
Strongest force on any atom (eV/Å): 2.66
Frontier orbital gap (eV): 9.0
SMILES: O=C(NCc1ccccc1)Nc1ccccc1C(=O)O.CNC(=O)CNC(C)=O

***

Density functional theory data (ωB97M-V/def2-TZVPD) for a structure of composition C6H9O2 in a non-equilibrium geometry.

Structure (ORCA input):
```
! wB97M-V def2-TZVPD RIJCOSX def2/J DEFGRID3
* xyz -1 1
O -3.057 -0.711 -0.045
O -2.058 1.252 0.518
C -1.973 0.007 0.124
C 2.890 -0.688 1.350
C -0.632 -0.471 -0.385
C 2.340 0.082 -0.759
C 1.896 -0.587 0.329
C 0.429 -0.578 0.699
H 3.318 0.542 -0.680
H 1.820 0.088 -1.714
H -5.260 1.427 -1.848
H 2.578 -0.604 2.436
H 3.724 -0.170 1.021
H -0.511 -1.271 -1.056
H -5.912 1.778 -1.756
H 0.015 0.377 0.036
H 0.393 -0.472 1.730
*
```

ΔE to the lowest compared entry with this formula, charge and spin (kcal per mole): 188.5
E_LUMO (hartree): 0.06615
Total energy (eV): -10455.8425
Strongest force on any atom (eV/Å): 6.36
Frontier orbital gap (eV): 4.5